1.
{"formula": "C52H46AlBrNO16", "method": "ωB97M-V/def2-TZVPD", "species": ["C", "C", "C", "Al", "C", "C", "N", "C", "C", "O", "O", "C", "Br", "C", "C", "H", "H", "H", "H", "H", "H", "H", "H", "H", "H", "H", "H", "H", "H", "H", "H", "H", "H", "C", "C", "C", "O", "C", "C", "C", "O", "H", "H", "H", "H", "C", "C", "C", "O", "C", "C", "C", "O", "H", "H", "H", "H", "C", "C", "C", "O", "C", "C", "C", "O", "H", "H", "H", "H", "C", "C", "C", "O", "C", "C", "C", "O", "H", "H", "H", "H", "C", "C", "C", "O", "C", "C", "C", "O", "H", "H", "H", "H", "C", "C", "C", "O", "C", "C", "C", "O", "H", "H", "H", "H", "C", "C", "C", "O", "C", "C", "C", "O", "H", "H", "H", "H"], "coordinates": [[-1.761, 0.690, 1.735], [-1.025, -0.203, 2.378], [-0.292, -1.612, 2.723], [1.359, -1.952, 1.493], [2.289, -0.145, 1.263], [2.893, 0.144, -0.208], [3.805, 1.359, -0.140], [2.509, -3.367, 2.453], [4.070, -3.297, 2.112], [4.895, -3.143, 3.089], [4.655, -3.429, 0.804], [0.549, -2.706, -0.272], [-0.961, -1.590, -0.940], [1.681, -3.051, -1.376], [1.714, -2.068, -2.657], [-2.080, 1.680, 1.240], [0.141, -1.528, 3.789], [-1.045, -2.493, 2.682], [1.604, 0.723, 1.618], [3.201, -0.146, 1.994], [2.000, 0.484, -0.873], [3.416, -0.794, -0.615], [3.140, 2.159, -0.186], [4.288, 1.410, 0.771], [2.117, -4.435, 2.204], [2.381, -3.249, 3.595], [4.487, -2.571, 0.336], [0.083, -3.729, 0.043], [2.728, -3.047, -0.908], [1.446, -4.122, -1.770], [2.814, -2.055, -3.032], [1.445, -0.977, -2.441], [1.105, -2.554, -3.504], [7.116, 5.511, 1.117], [6.465, 4.970, 0.085], [5.018, 4.680, 0.159], [4.423, 4.185, -0.780], [4.320, 5.013, 1.418], [4.970, 5.553, 2.450], [6.417, 5.844, 2.377], [7.012, 6.339, 3.318], [8.176, 5.730, 1.080], [6.961, 4.721, -0.845], [3.260, 4.794, 1.454], [4.472, 5.801, 3.379], [-6.935, 0.151, 2.672], [-5.672, 0.473, 2.387], [-5.266, 1.879, 2.187], [-4.115, 2.170, 1.924], [-6.311, 2.916, 2.317], [-7.574, 2.595, 2.603], [-7.980, 1.187, 2.803], [-9.135, 0.893, 3.066], [-7.250, -0.873, 2.821], [-4.894, -0.275, 2.288], [-5.996, 3.941, 2.168], [-8.352, 3.342, 2.701], [-6.535, -2.726, -2.385], [-6.069, -2.841, -1.140], [-6.794, -2.257, 0.007], [-6.369, -2.360, 1.143], [-8.057, -1.542, -0.278], [-8.522, -1.426, -1.523], [-7.796, -2.011, -2.670], [-8.222, -1.907, -3.807], [-6.015, -3.147, -3.237], [-5.146, -3.362, -0.915], [-8.576, -1.120, 0.574], [-9.445, -0.905, -1.749], [1.654, 5.290, 5.713], [0.929, 5.112, 6.819], [0.857, 6.154, 7.865], [0.197, 5.992, 8.875], [1.617, 7.401, 7.637], [2.342, 7.579, 6.531], [2.414, 6.537, 5.486], [3.074, 6.700, 4.475], [1.719, 4.537, 4.938], [0.367, 4.204, 7.001], [1.552, 8.154, 8.412], [2.905, 8.487, 6.349], [4.832, -0.842, -6.955], [4.109, -1.023, -5.849], [4.031, 0.020, -4.804], [3.374, -0.145, -3.794], [4.785, 1.271, -5.033], [5.508, 1.452, -6.140], [5.585, 0.409, -7.184], [6.244, 0.574, -8.197], [4.900, -1.595, -7.728], [3.551, -1.934, -5.666], [4.716, 2.024, -4.258], [6.066, 2.362, -6.323], [-7.412, -4.246, 6.003], [-6.898, -3.463, 5.054], [-5.871, -2.448, 5.370], [-5.404, -1.732, 4.505], [-5.435, -2.336, 6.777], [-5.949, -3.119, 7.727], [-6.976, -4.134, 7.411], [-7.445, -4.851, 8.277], [-8.166, -4.994, 5.789], [-7.206, -3.533, 4.017], [-4.682, -1.588, 6.991], [-5.641, -3.050, 8.763], [2.538, -5.007, -11.298], [2.663, -4.713, -10.003], [3.346, -3.479, -9.559], [3.462, -3.211, -8.377], [3.883, -2.584, -10.606], [3.758, -2.878, -11.901], [3.075, -4.111, -12.345], [2.959, -4.379, -13.527], [2.042, -5.906, -11.641], [2.275, -5.358, -9.224], [4.380, -1.684, -10.263], [4.146, -2.233, -12.679]], "mulliken_charge": [-0.353, -0.330, -0.300, -0.731, -0.367, 0.092, -0.457, -0.225, 0.367, -0.616, -0.496, -0.235, -0.300, 0.045, -0.619, 0.302, 0.229, 0.256, 0.261, 0.279, 0.060, -0.282, 0.250, 0.288, 0.317, 0.235, 0.317, 0.390, -0.137, 0.321, 0.100, 0.078, 0.377, -0.439, -0.436, 0.328, -0.518, -0.275, -0.177, 0.338, -0.579, 0.394, 0.407, 0.438, 0.564, -0.219, 0.000, -0.117, -0.457, -0.438, -0.511, 0.033, -0.616, 0.795, 0.637, 0.439, 0.401, -0.395, -0.434, 0.460, -0.461, -0.177, -0.491, 0.335, -0.570, 0.411, 0.459, 0.450, 0.417, -0.305, -0.434, 0.370, -0.554, -0.376, -0.324, 0.376, -0.549, 0.513, 0.421, 0.388, 0.420, -0.355, -0.208, 0.081, -0.314, -0.511, -0.407, 0.360, -0.603, 0.408, 0.527, 0.567, 0.402, -0.330, -0.239, 0.173, -0.360, -0.411, -0.329, 0.327, -0.572, 0.420, 0.481, 0.438, 0.393, -0.379, -0.436, 0.500, -0.472, -0.182, -0.479, 0.316, -0.555, 0.391, 0.422, 0.465, 0.412], "charge": -1, "e_tot_ev": -165548.452, "gap_ev": 4.27}

=====

2.
{"formula": "C19H14O6", "method": "ωB97M-V/def2-TZVPD", "species": ["O", "C", "O", "C", "C", "C", "C", "C", "C", "C", "O", "C", "C", "C", "C", "O", "C", "C", "C", "C", "C", "C", "O", "C", "O", "H", "H", "H", "H", "H", "H", "H", "H", "H", "H", "H", "H", "H", "H"], "coordinates": [[1.812, 2.144, 0.953], [1.033, 2.186, 0.008], [1.312, 1.646, -1.198], [0.458, 1.945, -2.318], [0.825, 0.980, -3.398], [-0.081, 0.201, -4.069], [-1.563, 0.262, -3.802], [-1.956, 1.187, -2.679], [-0.982, 1.894, -1.944], [-1.361, 2.618, -0.723], [-2.266, 3.406, -0.730], [-0.391, 2.645, 0.441], [-0.857, 1.750, 1.639], [-0.523, 0.260, 1.597], [0.515, -0.280, 2.359], [1.348, 0.524, 3.072], [0.776, -1.707, 2.282], [1.828, -2.257, 3.026], [2.057, -3.620, 2.966], [1.291, -4.430, 2.091], [0.239, -3.868, 1.369], [-0.006, -2.505, 1.456], [-1.036, -2.001, 0.756], [-1.349, -0.678, 0.847], [-2.307, -0.198, 0.236], [0.716, 2.951, -2.692], [1.906, 1.002, -3.581], [0.286, -0.500, -4.804], [-2.058, 0.585, -4.749], [-1.930, -0.739, -3.533], [-3.007, 1.263, -2.344], [-0.305, 3.669, 0.736], [-1.959, 1.794, 1.754], [-0.436, 2.199, 2.538], [1.536, 1.293, 2.485], [2.444, -1.647, 3.691], [2.892, -4.062, 3.522], [1.504, -5.487, 2.021], [-0.408, -4.426, 0.720]], "mulliken_charge": [-0.765, 0.305, -0.247, 0.821, -0.798, -0.594, -0.610, -0.575, 0.453, -0.472, -0.594, 0.784, -2.100, 0.355, 0.935, -0.723, 0.624, -0.585, -0.597, -0.472, -0.526, -0.005, -0.399, 0.675, -0.672, 0.174, 0.378, 0.424, 0.334, 0.314, 0.382, 0.709, 0.603, 0.420, 0.387, 0.404, 0.374, 0.387, 0.492], "e_tot_ev": -32214.160, "gap_ev": 8.79, "smiles": "O=C1O[C@H]2C=CCC=C2C(=O)[C@H]1Cc1c(O)c2ccccc2oc1=O"}

=====

3.
{"formula": "C4H9NO2", "method": "ωB97M-V/def2-TZVPD", "species": ["N", "C", "O", "C", "C", "C", "O", "H", "H", "H", "H", "H", "H", "H", "H", "H"], "coordinates": [[1.811, 0.124, 1.501], [1.203, -1.024, 1.080], [1.277, -2.062, 1.714], [0.448, -0.902, -0.237], [-0.989, -0.347, -0.064], [-1.359, 0.703, -1.098], [-0.583, 1.866, -0.840], [2.293, 0.093, 2.386], [1.614, 1.016, 1.072], [1.013, -0.252, -0.922], [0.425, -1.908, -0.668], [-1.730, -1.150, -0.097], [-1.103, 0.129, 0.917], [-1.162, 0.327, -2.114], [-2.441, 0.917, -1.045], [-0.716, 2.471, -1.583]], "mulliken_charge": [-0.375, 0.369, -0.626, -0.594, -0.529, -0.554, -0.502, 0.230, 0.213, 0.370, 0.314, 0.359, 0.338, 0.344, 0.346, 0.297], "e_tot_ev": -9879.431, "gap_ev": 10.31, "smiles": "NC(=O)CCCO"}